Entry 1:
# C31H37N9ORuSSbSe4Te

A structure of composition C31H37N9ORuSSbSe4Te in a non-equilibrium geometry (wB97M-V/def2-TZVPD, the OMol25 dataset).

## Properties
Orbital gap (spin up / spin down): 3.435 / 5.423 eV
Relative energy (zero: lowest compared OMol25 entry of this formula, charge and spin): 114.3 kcal/mol
<S²>: 0.78
Largest force on an atom: 3.34 eV/Å
DFT total energy: -12378.65623 a.u.
Total charge: -2
Multiplicity: 2
LUMO level (spin up / spin down): 3.7 / 3.7 eV

Atoms and positions in Å:
Ru 0.95021 -0.82175 -0.70224
C -4.12358 -0.91775 2.32066
C -3.51710 -0.68601 3.70230
C -4.29400 0.45006 4.38055
C -3.67995 -1.97391 4.52367
C -2.02152 -0.34994 3.63983
C -1.37969 0.07177 4.81069
C -0.00228 0.31228 4.83096
C 0.73629 0.11309 3.68645
S 2.46859 0.27683 3.45551
C 2.27005 -0.31094 1.80063
N 0.95384 -0.49635 1.43990
C 0.11903 -0.31552 2.47896
C -1.27822 -0.52711 2.47756
C 3.32215 -0.67893 0.94526
C 4.68972 -0.55954 1.26761
C 5.65043 -1.03366 0.38267
C 5.27598 -1.61312 -0.81844
C 3.91412 -1.66092 -1.18198
C 2.92041 -1.20733 -0.33581
H -5.19535 -1.11486 2.41968
H -3.66640 -1.78148 1.83152
H -3.99556 -0.04490 1.68028
H -5.37047 0.25740 4.32498
H -4.08992 1.40164 3.88598
H -4.02787 0.55071 5.43246
H -4.73589 -2.26019 4.59017
H -3.29097 -1.84294 5.53393
H -3.12968 -2.79037 4.05238
H -1.93918 0.20586 5.72871
H 0.48612 0.63230 5.74451
H -1.73034 -0.87098 1.56137
H 4.98054 -0.09713 2.20653
H 6.70270 -0.93175 0.63002
H 6.02701 -2.00207 -1.49741
H 3.63678 -2.02252 -2.16632
Se 0.91451 -3.65466 -7.01394
Sb 1.47541 -1.74175 -5.09238
Se 1.46276 -0.27845 -2.89895
Se 2.86407 -0.43259 -6.62010
Se -0.83208 -2.10388 -6.22364
C 0.57016 7.61067 -0.52128
C 0.64317 6.11865 -0.74160
C 0.30598 5.57678 -1.97385
C 0.39149 4.20421 -2.23885
C 0.12180 3.63985 -3.60717
C 0.77904 3.38215 -1.19360
Te 1.78716 1.51537 -1.18169
C 1.13171 3.91020 0.07220
C 1.58822 2.95697 1.18694
C 1.05659 5.27518 0.29216
H 0.58443 8.14466 -1.47192
H 1.41104 7.95854 0.08092
H -0.34637 7.88597 0.00760
H 0.00052 6.24433 -2.77581
H -0.76598 4.09459 -4.05401
H -0.03825 2.56335 -3.55365
H 0.96931 3.80601 -4.27508
H 0.87925 2.13108 1.27148
H 1.56267 3.46524 2.15655
H 2.60581 2.58258 1.08614
H 1.32667 5.68590 1.25943
N -3.16015 -1.73200 -1.02372
N -2.66992 -0.47265 -0.67788
N -3.47209 0.59845 -0.84636
C -2.65526 1.50390 -1.27788
N -1.37793 1.02656 -1.42201
N -1.40626 -0.20077 -1.07787
H -3.43042 -1.72353 -2.00109
H -3.98092 -1.89945 -0.45470
H -2.92221 2.52162 -1.50434
C 0.49540 -5.38240 -3.43760
N 0.50785 -4.80628 -2.10180
C 1.51181 -5.09236 -1.10148
C 1.35428 -3.90921 -0.14141
O 1.91015 -3.81661 0.91811
N 0.44774 -3.01040 -0.71191
C 0.03759 -3.56098 -1.85472
N -0.81084 -2.96673 -2.69673
H 1.02256 -6.33388 -3.40753
H 0.98343 -4.73815 -4.17353
H -0.53025 -5.56551 -3.76135
H 2.52144 -5.09034 -1.52344
H 1.33902 -6.03777 -0.58629
H -0.98305 -1.99547 -2.49378
H -0.81704 -3.21690 -3.68012

Forces on the atoms, in the same order (eV/Å):
Ru -1.622 -1.809 2.292
C -0.034 -0.010 -0.026
C 0.174 -0.029 0.109
C -0.078 0.001 -0.066
C -0.117 -0.004 -0.042
C 0.057 -0.016 -0.077
C 0.036 0.093 0.141
C -0.026 -0.084 -0.174
C -0.088 0.008 0.090
S -0.180 -0.115 -0.063
C -0.198 0.007 0.077
N 0.519 -0.247 0.003
C -0.013 0.066 -0.110
C 0.070 0.071 0.203
C 0.224 -0.209 -0.245
C -0.146 -0.066 -0.016
C 0.073 0.060 0.134
C -0.194 -0.130 -0.139
C 0.089 -0.079 0.187
C -0.374 0.917 0.273
H 0.012 -0.012 0.004
H 0.020 0.019 0.013
H -0.006 0.004 -0.011
H 0.016 -0.012 0.022
H -0.009 -0.001 0.001
H 0.026 0.023 -0.005
H 0.013 0.011 0.010
H 0.011 -0.004 0.002
H 0.008 -0.003 0.019
H -0.014 -0.005 -0.024
H -0.032 -0.002 0.023
H 0.006 -0.051 -0.026
H 0.067 -0.037 0.000
H -0.009 -0.048 0.021
H 0.011 0.069 -0.017
H 0.104 -0.038 -0.023
Se -0.888 0.249 0.485
Sb 1.041 -0.469 -1.801
Se -0.010 1.211 -1.274
Se -0.316 0.007 0.440
Se 0.297 -0.580 -0.339
C -0.049 -0.107 0.021
C 0.024 0.174 0.033
C -0.011 -0.097 -0.093
C -0.087 -0.013 0.161
C -0.130 -0.020 0.061
C 0.604 -0.167 0.931
Te 1.543 -0.036 -1.480
C -0.104 -0.239 0.419
C -0.667 1.248 0.561
C -0.190 -0.063 -0.361
H -0.011 0.026 0.014
H 0.005 0.009 -0.007
H 0.001 0.025 -0.011
H -0.005 -0.001 0.006
H 0.064 0.062 -0.037
H 0.034 -0.017 -0.006
H -0.003 0.017 -0.017
H 0.225 -0.167 0.029
H -0.057 0.149 -0.084
H -0.035 -0.068 -0.126
H 0.012 0.013 0.001
N 0.046 -0.346 0.814
N -0.084 0.163 -1.180
N -0.366 -0.263 -0.042
C 0.542 0.184 0.147
N -0.374 0.512 -0.090
N 0.184 -0.042 0.323
H -0.014 0.085 -0.065
H 0.061 -0.038 0.063
H 0.001 0.024 0.069
C 0.017 -0.005 0.142
N -0.069 0.099 -0.151
C 0.068 -0.024 -0.083
C -0.358 0.084 -0.055
O 0.007 -0.076 0.153
N 0.551 0.278 -0.112
C 0.028 -0.047 0.079
N -0.075 -0.297 0.011
H -0.035 -0.016 0.008
H -0.001 -0.012 -0.058
H 0.014 -0.011 -0.034
H 0.015 0.044 0.030
H -0.019 0.000 0.007
H 0.226 0.152 -0.040
H -0.048 0.065 -0.025

***

Entry 2:
# C5H20N10O5

A cluster of 5 separate species, C5H20N10O5 in total in a non-equilibrium geometry (wB97M-V/def2-TZVPD, the OMol25 dataset).

## Properties
Orbital gap: 9.815 eV
Relative energy (zero: lowest compared OMol25 entry of this formula, charge and spin): 15.6 kcal/mol
SMILES string: NC(N)=O.NC(N)=O.NC(N)=O.NC(N)=O.NC(N)=O
Largest force on an atom: 3.62 eV/Å
DFT total energy: -1126.47641 a.u.
LUMO level: 0.4 eV

Atoms and positions in Å:
C -0.75248 1.84622 2.42686
O -0.96949 2.85801 1.81284
N -0.68120 0.64548 1.74296
N -0.70614 1.90615 3.80077
H -0.12975 -0.12006 2.06606
H -0.74387 0.85853 0.77112
H -0.88788 2.85198 4.13207
H -0.14034 1.28269 4.36811
C 3.24269 1.49593 -3.29574
O 3.01054 0.36146 -3.55024
N 4.17802 2.18475 -4.00379
N 2.60843 2.23857 -2.38128
H 4.67740 1.70712 -4.70167
H 3.93914 3.18163 -4.20251
H 3.10555 3.02634 -1.93858
H 1.77513 1.93388 -1.84588
C 0.28313 -2.61879 3.08294
O 0.19928 -2.83041 4.27585
N 1.26264 -1.82768 2.41709
N -0.76495 -3.00977 2.23626
H 1.34445 -2.02473 1.44923
H 2.20479 -1.69095 2.79756
H -0.60803 -2.92178 1.21322
H -1.32119 -3.83912 2.54250
C -3.66358 0.24309 -0.66037
O -3.05230 -0.15979 -1.63585
N -4.21977 1.48911 -0.55665
N -3.89584 -0.59524 0.41086
H -4.72715 1.59991 0.28461
H -4.07848 2.20381 -1.23559
H -4.19259 -0.17852 1.28938
H -3.37854 -1.45457 0.35525
C 0.69654 -1.70926 -1.34198
O 0.30427 -2.36606 -0.42468
N -0.04990 -1.34969 -2.37423
N 1.91787 -1.06694 -1.24343
H 0.32427 -0.76093 -3.06070
H -1.04092 -1.50395 -2.34469
H 2.66103 -1.39959 -0.66154
H 2.26924 -0.48685 -2.01613

Forces on the atoms, in the same order (eV/Å):
C 0.102 -0.995 0.291
O -0.568 1.575 -0.998
N -0.326 1.067 1.091
N 0.162 -0.312 0.328
H 0.310 -0.531 0.087
H 0.251 -0.414 -0.579
H 0.432 -0.588 -0.046
H -0.388 0.175 -0.279
C 0.618 1.762 -0.711
O -0.999 -3.477 -0.204
N -0.176 3.104 0.470
N -1.145 1.824 2.537
H 0.358 -0.680 -0.827
H 0.623 -1.454 0.244
H -0.515 -0.775 -0.646
H 1.157 -0.138 -0.838
C -1.003 0.022 -0.388
O 0.948 0.232 -0.234
N 0.068 -0.255 1.161
N 0.398 -0.635 -0.694
H -0.341 -0.220 -1.155
H -1.016 -0.329 0.538
H -0.135 -0.216 1.014
H 0.948 1.368 -0.223
C -0.006 -0.360 -0.271
O 0.345 0.167 -0.337
N 0.332 -1.382 0.346
N -0.440 1.012 -0.210
H -0.511 1.011 0.354
H 0.044 0.121 -0.119
H 0.455 -0.675 -0.235
H 0.003 0.022 0.458
C 1.966 2.385 0.306
O -1.126 -2.376 2.095
N -0.899 -0.535 -0.617
N 0.444 0.818 -1.238
H 0.376 0.759 -0.994
H -0.196 0.035 0.082
H -0.290 -0.515 0.290
H -0.262 -0.594 0.151

***

Question: What is the largest force on an atom in the first record?
Answer: 3.34 eV/Å

***

Question: Which of these has the lowest largest force on an atom?
Answer: C31H37N9ORuSSbSe4Te

***

Repeat the second record exactly.
# C5H20N10O5

A cluster of 5 separate species, C5H20N10O5 in total in a non-equilibrium geometry (wB97M-V/def2-TZVPD, the OMol25 dataset).

## Properties
Orbital gap: 9.815 eV
Relative energy (zero: lowest compared OMol25 entry of this formula, charge and spin): 15.6 kcal/mol
SMILES string: NC(N)=O.NC(N)=O.NC(N)=O.NC(N)=O.NC(N)=O
Largest force on an atom: 3.62 eV/Å
DFT total energy: -1126.47641 a.u.
LUMO level: 0.4 eV

Atoms and positions in Å:
C -0.75248 1.84622 2.42686
O -0.96949 2.85801 1.81284
N -0.68120 0.64548 1.74296
N -0.70614 1.90615 3.80077
H -0.12975 -0.12006 2.06606
H -0.74387 0.85853 0.77112
H -0.88788 2.85198 4.13207
H -0.14034 1.28269 4.36811
C 3.24269 1.49593 -3.29574
O 3.01054 0.36146 -3.55024
N 4.17802 2.18475 -4.00379
N 2.60843 2.23857 -2.38128
H 4.67740 1.70712 -4.70167
H 3.93914 3.18163 -4.20251
H 3.10555 3.02634 -1.93858
H 1.77513 1.93388 -1.84588
C 0.28313 -2.61879 3.08294
O 0.19928 -2.83041 4.27585
N 1.26264 -1.82768 2.41709
N -0.76495 -3.00977 2.23626
H 1.34445 -2.02473 1.44923
H 2.20479 -1.69095 2.79756
H -0.60803 -2.92178 1.21322
H -1.32119 -3.83912 2.54250
C -3.66358 0.24309 -0.66037
O -3.05230 -0.15979 -1.63585
N -4.21977 1.48911 -0.55665
N -3.89584 -0.59524 0.41086
H -4.72715 1.59991 0.28461
H -4.07848 2.20381 -1.23559
H -4.19259 -0.17852 1.28938
H -3.37854 -1.45457 0.35525
C 0.69654 -1.70926 -1.34198
O 0.30427 -2.36606 -0.42468
N -0.04990 -1.34969 -2.37423
N 1.91787 -1.06694 -1.24343
H 0.32427 -0.76093 -3.06070
H -1.04092 -1.50395 -2.34469
H 2.66103 -1.39959 -0.66154
H 2.26924 -0.48685 -2.01613

Forces on the atoms, in the same order (eV/Å):
C 0.102 -0.995 0.291
O -0.568 1.575 -0.998
N -0.326 1.067 1.091
N 0.162 -0.312 0.328
H 0.310 -0.531 0.087
H 0.251 -0.414 -0.579
H 0.432 -0.588 -0.046
H -0.388 0.175 -0.279
C 0.618 1.762 -0.711
O -0.999 -3.477 -0.204
N -0.176 3.104 0.470
N -1.145 1.824 2.537
H 0.358 -0.680 -0.827
H 0.623 -1.454 0.244
H -0.515 -0.775 -0.646
H 1.157 -0.138 -0.838
C -1.003 0.022 -0.388
O 0.948 0.232 -0.234
N 0.068 -0.255 1.161
N 0.398 -0.635 -0.694
H -0.341 -0.220 -1.155
H -1.016 -0.329 0.538
H -0.135 -0.216 1.014
H 0.948 1.368 -0.223
C -0.006 -0.360 -0.271
O 0.345 0.167 -0.337
N 0.332 -1.382 0.346
N -0.440 1.012 -0.210
H -0.511 1.011 0.354
H 0.044 0.121 -0.119
H 0.455 -0.675 -0.235
H 0.003 0.022 0.458
C 1.966 2.385 0.306
O -1.126 -2.376 2.095
N -0.899 -0.535 -0.617
N 0.444 0.818 -1.238
H 0.376 0.759 -0.994
H -0.196 0.035 0.082
H -0.290 -0.515 0.290
H -0.262 -0.594 0.151